[1]
Below is C19H30FeN2O3P as an isolated structure in a non-equilibrium geometry, with properties calculated with ωB97M-V/def2-TZVPD.

Summary:
LUMO (spin up / spin down) = -3.90 / -6.52 eV
gap between HOMO and LUMO (spin up / spin down) = 4.41 / 3.86 eV
expectation value of S² = 6.083
ΔE to the lowest compared entry with this formula, charge and spin = 0.0 kcal/mol

```
! RIJCOSX wB97M-V def2-TZVPD def2/J DEFGRID3
* xyz 1 5
O -2.0828 -2.6286 -3.6068
C -2.7621 -2.2406 -2.7425
Fe -4.0680 -1.5379 -1.7789
C -4.2260 -0.0945 -2.7956
O -4.2924 0.5805 -3.7447
C -5.2863 -2.4792 -2.5677
O -5.9377 -2.9893 -3.3911
C -1.8965 -0.0531 0.9846
C -1.9334 -1.6117 0.8332
C -3.2079 -2.1520 0.1925
C -4.4103 -1.3881 0.2322
C -4.2545 0.0540 0.0675
C -3.0672 0.6507 0.3912
H -1.7371 0.1835 2.0360
H -1.0304 -2.0128 0.3278
H -1.8413 -1.9879 1.8754
H -3.2210 -3.2562 0.0937
H -5.3897 -1.8548 0.4206
H -5.1333 0.6656 -0.1679
H -2.8969 1.7144 0.1741
C 2.1835 0.7247 -3.2181
C 1.4908 -0.0615 -2.1115
C -0.0187 0.0451 -2.3228
C 1.9211 -1.5241 -2.1668
N 1.8597 0.4750 -0.7931
C 1.9626 1.9301 -0.6431
C 2.2886 2.1825 0.8166
N 2.1915 0.8759 1.4796
C 2.4018 0.8140 2.9371
C 3.3656 1.9075 3.3799
C 2.9761 -0.5579 3.2674
C 1.0918 1.0125 3.7055
P 2.8265 -0.2307 0.3854
H -1.0911 0.3817 0.4575
H 3.2617 0.8067 -3.0342
H 2.0336 0.1980 -4.1677
H 1.7590 1.7287 -3.3336
H -0.5778 -0.4978 -1.5515
H -0.3548 1.0876 -2.3272
H -0.2723 -0.3896 -3.2967
H 1.3577 -2.1353 -1.4512
H 1.7333 -1.9117 -3.1759
H 2.9945 -1.6239 -1.9527
H 2.7812 2.2889 -1.2828
H 1.0424 2.4382 -0.9490
H 3.3309 2.5267 0.8829
H 1.6203 2.9289 1.2517
H 2.9219 2.9096 3.2940
H 3.6153 1.7571 4.4392
H 4.3007 1.8710 2.8051
H 2.2508 -1.3464 3.0476
H 3.8897 -0.7405 2.6859
H 3.2383 -0.6116 4.3293
H 0.3491 0.2406 3.4684
H 1.3054 0.9390 4.7838
H 0.6444 1.9991 3.5274
*
```

natural (NBO) atomic charge list, values in e, 8 entries: number 1, O, carries -0.400; number 2, C, carries 0.530; number 3, Fe, carries 0.312; number 4, C, carries 0.508; number 5, O, carries -0.388; number 6, C, carries 0.491; number 7, O, carries -0.362; number 8, C, carries -0.479

***

[2]
Below is C22H51BLaN4O2Si2 as an isolated structure in a non-equilibrium geometry, with properties calculated with ωB97M-V/def2-TZVPD.

Summary:
LUMO = -2.43 eV
gap between HOMO and LUMO = 8.09 eV
ΔE to the lowest compared entry with this formula, charge and spin = 37.6 kcal/mol

```
! RIJCOSX wB97M-V def2-TZVPD def2/J DEFGRID3
* xyz 1 1
O -0.9007 -1.3046 -1.6518
O 0.8897 0.7740 -3.2469
C -0.0540 -2.3632 -2.2209
C -0.6316 -3.6979 -1.8372
H 0.9568 -2.1940 -1.8288
H 0.0213 -2.2821 -3.3161
H -0.8163 -3.7344 -0.7589
H 0.0668 -4.4910 -2.1095
H -1.5778 -3.8710 -2.3640
C -2.0029 -0.9181 -2.5205
C -1.8078 -1.1656 -3.9926
H -2.1427 0.1555 -2.3312
H -2.9012 -1.4398 -2.1572
H -1.0198 -0.5126 -4.3834
H -2.7290 -0.9224 -4.5341
H -1.5725 -2.2036 -4.2429
C 0.2006 2.2015 -3.1786
C 2.1798 0.4684 -4.1021
C -0.7137 2.4045 -4.3484
H 1.0406 2.9006 -3.1123
H -0.3315 2.1236 -2.2268
H -0.1925 2.3204 -5.3061
H -1.1595 3.4084 -4.2874
H -1.5497 1.6990 -4.3170
C 1.9374 0.7434 -5.5489
H 2.3105 -0.5893 -3.8583
H 2.9226 1.0912 -3.6000
H 1.1173 0.1167 -5.9165
H 2.8422 0.4570 -6.1029
H 1.7275 1.8012 -5.7335
H 1.3314 0.6413 -2.3141
La -0.1878 -0.0724 1.3694
C 1.7658 0.0618 -0.5096
Si 3.4507 0.4129 0.0770
H 1.5604 -0.9290 -0.9583
H 1.3295 0.9606 -1.0009
C 4.7952 -0.6463 -0.7273
C 3.7069 0.1719 1.9273
C 3.7685 2.2631 -0.1896
C -2.1128 -1.4426 1.2062
Si -3.4952 -0.2203 1.0330
H -2.2773 -2.0566 2.1183
H -2.1449 -2.1681 0.3706
C -4.8536 -0.7843 -0.1465
C -2.8916 1.4664 0.3850
C -4.3323 0.0605 2.6918
H 3.1980 2.6675 -1.0385
H 4.8405 2.4275 -0.3732
H 3.4778 2.8290 0.7109
H 4.6048 -1.7139 -0.5420
H 5.7893 -0.3934 -0.3117
H 4.8027 -0.5022 -1.8172
H 3.1259 -0.6463 2.3798
H 3.4870 1.0882 2.4933
H 4.7766 -0.0599 2.0418
H -3.4063 1.6317 -0.5742
H -1.8160 1.6115 0.1690
H -3.1980 2.2714 1.0729
H -5.2399 0.6700 2.5782
H -3.6824 0.5563 3.4220
H -4.6213 -0.9085 3.1231
H -5.8066 -0.2776 0.0642
H -5.0251 -1.8635 -0.0407
H -4.6063 -0.6028 -1.2004
B 1.5330 0.6354 4.9304
N 0.2380 1.4955 4.6543
C -0.3998 2.2668 5.5470
C -1.5520 2.8084 4.9568
C -1.5494 2.3062 3.6398
N -0.4827 1.4753 3.4576
N 1.1480 -0.8481 4.5707
C 1.2528 -1.9342 5.3442
C 0.7367 -3.0481 4.6643
C 0.3294 -2.5630 3.4080
N 0.5814 -1.2104 3.3507
H 1.7499 0.6692 6.1212
H 2.4838 1.0475 4.3382
H 0.0128 2.4049 6.5356
H -2.2572 3.4882 5.3897
H -2.2746 2.4916 2.8463
H 1.6920 -1.8460 6.3184
H 0.6921 -4.0588 4.9937
H -0.1573 -3.0597 2.5789
*
```

Löwdin atomic charge list, values in e, 8 entries: number 1, O, carries -0.238; number 2, O, carries -0.145; number 3, C, carries -0.264; number 4, C, carries -0.052; number 5, H, carries 0.088; number 6, H, carries 0.097; number 7, H, carries 0.075; number 8, H, carries 0.088

***

[3]
Below is C4H7NO2 as an isolated structure in a non-equilibrium geometry, with properties calculated with ωB97M-V/def2-TZVPD.

Summary:
LUMO = 0.87 eV
gap between HOMO and LUMO = 10.19 eV
ΔE to the lowest compared entry with this formula, charge and spin = 96.2 kcal/mol

```
! RIJCOSX wB97M-V def2-TZVPD def2/J DEFGRID3
* xyz 0 1
C -0.5361 -1.1497 0.1986
C 1.7009 0.9670 0.2803
C 1.1264 -0.2466 -0.4183
C -1.4060 0.1640 0.1041
O -2.6980 0.1558 -0.3608
N -0.3659 0.0124 -0.7884
O 1.7987 -1.0125 -1.0626
H -2.7011 -0.2441 -1.2421
H -1.3542 0.7961 0.9914
H -0.9396 -2.0413 -0.2615
H -0.1811 -1.2468 1.2179
H 1.0047 1.8031 0.3234
H 1.9931 0.7099 1.2985
H 2.5582 1.3328 -0.2804
*
```

natural (NBO) atomic charge list, values in e, 8 entries: number 1, C, carries -0.354; number 2, C, carries -0.717; number 3, C, carries 0.697; number 4, C, carries 0.265; number 5, O, carries -0.680; number 6, N, carries -0.469; number 7, O, carries -0.550; number 8, H, carries 0.483

***

[4]
Below is C5H8O2 as an isolated structure in a non-equilibrium geometry, with properties calculated with ωB97M-V/def2-TZVPD.

Summary:
LUMO = 0.76 eV
gap between HOMO and LUMO = 9.68 eV
ΔE to the lowest compared entry with this formula, charge and spin = 75.2 kcal/mol

```
! RIJCOSX wB97M-V def2-TZVPD def2/J DEFGRID3
* xyz 0 1
C 1.8786 -0.1226 0.6890
C 0.5703 0.2477 0.0519
C -0.2530 -0.7766 -1.0229
C -0.8371 -0.1566 0.1901
O -1.5154 -0.8075 1.1973
C -1.0695 1.3029 -0.2814
O 0.3438 1.5978 -0.1966
H 2.7216 0.2605 0.1031
H 1.9141 -1.2054 0.7202
H 2.0060 0.2539 1.7122
H -0.8110 -0.6744 -1.9799
H 0.1621 -1.7740 -0.9782
H -2.1701 -1.3720 0.7664
H -1.3209 1.2308 -1.3319
H -1.6195 1.9956 0.3607
*
```

natural (NBO) atomic charge list, values in e, 8 entries: number 1, C, carries -0.641; number 2, C, carries 0.330; number 3, C, carries -0.522; number 4, C, carries 0.145; number 5, O, carries -0.681; number 6, C, carries -0.089; number 7, O, carries -0.510; number 8, H, carries 0.229